Computed, not measured: 5 unconnected molecules or ions with the total composition C22H24ClF15N2O9, with ωB97M-V/def2-TZVPD.

Each line ends with the Löwdin charge.
Geometry (Å):
N 1.817 -0.920 -1.154  0.2026
C 2.363 -0.150 -1.746  -0.1633
C 2.998 0.862 -2.645  -0.1489
C 2.755 2.335 -2.207  -0.6976
Cl 3.467 3.353 -3.540  0.7431
C 3.442 2.676 -0.925  -0.2143
N 3.996 2.876 0.027  0.2091
C 1.241 2.730 -2.201  -0.1639
O 0.570 2.149 -1.075  0.0555
C -0.704 1.805 -1.335  -0.7479
F -0.745 0.541 -1.749  0.1747
F -1.398 1.826 -0.200  0.1618
F -1.327 2.612 -2.175  0.1931
H 2.757 0.719 -3.710  0.1323
H 4.089 0.710 -2.576  0.1031
H 0.847 2.422 -3.181  0.1423
H 1.216 3.825 -2.058  0.1387
C 2.422 -2.478 1.255  -0.0909
C 1.874 -3.717 1.933  -0.1921
O 2.911 -4.695 2.139  0.0290
C 3.684 -4.514 3.208  -0.3953
O 3.582 -3.618 3.993  0.1702
C 4.701 -5.655 3.316  -0.5320
F 5.273 -5.935 2.133  0.1583
F 4.115 -6.786 3.750  0.1600
F 5.685 -5.365 4.172  0.1656
H 2.928 -2.743 0.328  0.0672
H 1.622 -1.780 1.032  0.0504
H 3.154 -1.975 1.890  0.0805
H 1.129 -4.189 1.293  0.1257
H 1.383 -3.475 2.877  0.1251
C 6.354 -1.225 -8.508  -0.0591
C 5.757 0.100 -8.083  -0.1978
O 5.615 0.163 -6.652  0.0257
C 6.713 0.494 -5.969  -0.3903
O 7.780 0.735 -6.448  0.1812
C 6.393 0.567 -4.473  -0.5210
F 5.654 -0.479 -4.058  0.1518
F 5.695 1.684 -4.177  0.0940
F 7.494 0.582 -3.723  0.1811
H 5.765 -2.055 -8.113  0.0842
H 6.384 -1.300 -9.595  0.0843
H 7.369 -1.340 -8.126  0.0790
H 4.754 0.203 -8.495  0.1250
H 6.345 0.942 -8.447  0.1265
C -2.984 3.336 1.804  -0.0595
C -3.200 2.185 2.764  -0.1878
O -3.182 2.643 4.128  0.0353
C -4.316 3.171 4.584  -0.3930
O -5.326 3.291 3.953  0.1623
C -4.157 3.561 6.057  -0.5324
F -2.999 4.200 6.287  0.1625
F -4.175 2.474 6.849  0.1608
F -5.141 4.367 6.466  0.1656
H -2.064 3.870 2.049  0.0896
H -2.920 2.974 0.783  0.0592
H -3.800 4.057 1.863  0.0808
H -2.386 1.467 2.670  0.1266
H -4.127 1.652 2.550  0.1243
C -7.863 0.535 4.205  -0.0565
C -8.110 -0.954 4.314  -0.1962
O -8.358 -1.529 3.019  0.0312
C -7.281 -1.808 2.287  -0.3925
O -6.148 -1.617 2.622  0.1674
C -7.700 -2.456 0.963  -0.5327
F -8.732 -1.813 0.392  0.1608
F -8.082 -3.732 1.149  0.1624
F -6.701 -2.466 0.076  0.1658
H -8.690 1.024 3.687  0.0867
H -7.754 0.980 5.194  0.0855
H -6.959 0.743 3.632  0.0662
H -9.003 -1.140 4.909  0.1252
H -7.281 -1.463 4.808  0.1259

Values from the calculation:
Kohn-Sham gap	0.41247	hartree
max |F|	0.110	Eh/bohr
total energy	-3597.615373	hartree
highest occupied orbital energy	-11.175	eV
spin multiplicity	1

Computed, not measured: a molecular structure, C22H24ClI2OPSbSn, with ωB97M-V/def2-TZVPD.

Each line ends with the Löwdin charge.
Geometry (Å):
I -4.697 -2.633 -2.408  0.4836
I -3.747 -2.580 0.184  0.4408
Sn -2.207 0.325 0.553  0.8648
P -2.845 2.900 -0.550  0.6379
C -4.573 2.863 -1.086  -0.2604
C -2.892 3.876 1.003  -0.2541
H -1.026 4.336 -1.391  0.0393
H -2.602 5.143 -1.536  0.0879
H -2.152 3.813 -2.665  0.0609
C -2.084 4.179 -1.636  -0.2181
H -1.883 4.016 1.411  0.0555
H -3.323 4.871 0.824  0.0799
H -5.072 3.835 -1.082  0.0801
H -5.096 2.176 -0.406  0.0575
H -3.491 3.313 1.724  0.0498
H -4.612 2.427 -2.094  0.0477
C -3.132 -0.002 -2.207  -0.1644
O -2.311 -0.826 -2.345  -0.1706
Cl 0.008 1.906 -0.155  0.0086
C -0.674 -5.181 -0.800  0.0077
C -1.233 -4.492 0.279  -0.1679
C -0.615 -3.334 0.708  -0.2454
C 0.430 -2.861 -0.060  -0.3693
C 1.063 -3.525 -1.094  -0.0832
C 0.467 -4.719 -1.491  -0.0017
Sb 0.894 -0.810 0.282  1.5770
C 1.559 -0.472 2.292  -0.3636
C 0.759 0.307 3.133  -0.1596
C 1.076 0.471 4.478  -0.0403
C 2.218 -0.145 4.985  -0.0156
C 3.055 -0.883 4.136  -0.0203
C 2.729 -1.059 2.781  -0.0941
C 2.557 -0.406 -1.156  -0.3235
C 3.600 0.365 -0.640  -0.1091
C 4.416 1.058 -1.542  -0.0262
C 4.108 1.093 -2.905  -0.0100
C 2.982 0.421 -3.375  -0.0377
C 2.148 -0.280 -2.488  -0.1344
H -1.145 -6.115 -1.095  0.1350
H -2.143 -4.815 0.769  0.0701
H -0.979 -2.801 1.586  0.0898
H 1.963 -3.171 -1.590  0.1163
H 0.897 -5.292 -2.321  0.1403
H -0.120 0.773 2.688  0.0291
H 0.408 1.069 5.092  0.1261
H 2.451 0.012 6.033  0.1312
H 3.976 -1.299 4.554  0.1346
H 3.401 -1.635 2.139  0.1214
H 3.705 0.536 0.435  0.1063
H 5.258 1.620 -1.154  0.1281
H 4.698 1.712 -3.580  0.1349
H 2.689 0.504 -4.416  0.1238
H 1.139 -0.582 -2.798  0.1037

Values from the calculation:
total charge	+3
Kohn-Sham gap	0.16701	hartree
max |F|	0.091	Eh/bohr
energy above the lowest of the compared OMol25 structures with the same formula, charge and spin	122.4	kJ/mol
total energy	-2778.288123	hartree
highest occupied orbital energy	-17.319	eV
spin multiplicity	1

Computed, not measured: 2 unconnected molecules or ions with the total composition C22H24ClN2O7P, with ωB97M-V/def2-TZVPD.

Each line ends with the Löwdin charge.
Geometry (Å):
C 1.631 3.455 -0.102  -0.1479
C 0.074 3.694 -0.262  -0.6713
Cl -0.402 5.384 0.280  0.5358
C -0.669 2.669 0.684  -0.2053
C -0.856 1.251 0.068  -0.0448
C 0.012 0.132 0.439  -0.1081
C 1.170 0.412 1.438  -0.1109
C 1.863 -0.866 2.024  -0.3645
C 0.839 -1.573 3.005  -0.0543
O 2.453 -1.725 1.034  -0.1374
C 2.849 -2.979 1.568  -0.1957
C 3.684 -3.690 0.439  -0.1506
C 5.015 -3.282 0.032  -0.0271
C 5.674 -4.009 -1.064  -0.0869
C 5.027 -5.130 -1.751  -0.1029
C 3.687 -5.545 -1.349  -0.0909
C 3.054 -4.817 -0.267  -0.0417
C -0.303 -1.185 -0.181  -0.0307
C -1.375 -1.347 -1.120  -0.0280
C -2.243 -0.206 -1.535  -0.2048
N -3.223 -0.466 -2.469  0.0814
C -3.900 0.677 -2.721  -0.1197
C -3.673 1.994 -2.082  -0.2491
P -4.783 3.423 -2.568  0.5423
O -4.019 4.513 -3.213  -0.3078
O -5.866 2.797 -3.689  -0.1991
O -5.558 3.872 -1.185  -0.1375
N -2.710 2.212 -1.174  0.1587
C -1.969 1.092 -0.911  -0.1317
H 1.820 2.448 -0.579  0.0708
H 2.181 4.272 -0.628  0.0592
H 1.930 3.334 0.974  0.0740
H -0.256 3.509 -1.311  0.0992
H -0.241 2.637 1.718  0.1092
H -1.727 3.062 0.822  0.0889
H 1.961 1.024 0.917  0.0993
H 0.807 1.037 2.293  0.1233
H 2.718 -0.493 2.671  0.1412
H 1.367 -1.825 3.970  0.0769
H 0.343 -2.482 2.583  0.0753
H 0.030 -0.845 3.295  0.1007
H 1.983 -3.680 1.762  0.1121
H 3.409 -2.903 2.537  0.1324
H 5.535 -2.423 0.505  0.1071
H 6.690 -3.745 -1.439  0.0872
H 5.518 -5.663 -2.596  0.0863
H 3.117 -6.378 -1.818  0.0929
H 2.013 -5.100 0.037  0.1061
H 0.290 -2.087 0.077  0.0854
H -1.553 -2.368 -1.543  0.0919
H -4.712 0.619 -3.491  0.0906
H -6.623 2.383 -3.236  0.0652
H -5.874 3.062 -0.722  0.0883
C -4.085 2.993 2.467  -1.0059
O -4.988 3.883 2.563  -0.1879
O -2.832 3.188 2.794  -0.2134
O -4.303 1.784 2.013  -0.2258

Values from the calculation:
total charge	-2
Kohn-Sham gap	0.08245	hartree
max |F|	0.063	Eh/bohr
total energy	-2290.426278	hartree
highest occupied orbital energy	1.343	eV
spin multiplicity	1